w | Molecular formula: C4H6S
Method: DFT, the ωB97M-V functional and the def2-TZVPD basis

CARTESIAN COORDINATES (ANGSTROEM)
C1 -2.517 -0.224 0.099
C2 -1.321 0.139 -0.393
C3 -0.100 0.242 0.441
C4 1.026 1.097 -0.030
S1 1.407 -0.659 -0.071
H1 -3.396 -0.315 -0.545
H2 -2.682 -0.417 1.164
H3 -1.210 0.251 -1.479
H4 -0.240 0.201 1.516
H5 0.925 1.639 -0.970
H6 1.558 1.672 0.744

Properties
lowest unoccupied orbital energy = 0.970 eV
HOMO = -0.326 Eh
2S+1 = 1
SMILES = C=C[C@@H]1CS1

=====

x | Molecular formula: C4H6S
Method: DFT, the ωB97M-V functional and the def2-TZVPD basis

CARTESIAN COORDINATES (ANGSTROEM)
C1 0.809 -0.469 0.497
C2 -0.205 0.214 1.023
C3 -1.015 1.031 -0.018
S1 -0.569 0.323 -1.682
C4 0.725 -0.814 -0.974
H1 1.598 -0.771 1.074
H2 -0.290 0.329 2.106
H3 -0.754 2.067 0.326
H4 -2.091 0.978 0.198
H5 1.534 -1.127 -1.593
H6 0.256 -1.761 -0.958

Properties
lowest unoccupied orbital energy = 1.028 eV
HOMO = -0.312 Eh
2S+1 = 1
SMILES = C1=CCSC1

=====

It is x that is the least stable of them.